Entry 1:
The following is a DFT calculation (wB97M-V/def2-TZVPD) of C30H40As3CaN5O3 as an isolated structure in a non-equilibrium geometry.

Summary:
- Energy above the lowest of the compared OMol25 structures with the same formula, charge and spin: 181.6 kJ/mol
- Kohn-Sham gap: 6.577 eV

ORCA input file:
```
! RIJCOSX wB97M-V def2-TZVPD def2/J DEFGRID3
* xyz 2 1
Ca -0.03064 -0.30658 2.06663
N -0.07913 0.47512 4.98119
N 1.24230 0.54818 5.45528
C 2.25885 0.42060 4.59364
N 3.50140 0.58051 5.01791
N 1.84473 0.11839 3.34669
N 2.71436 -0.14303 2.33593
O 3.91808 -0.10007 2.37698
O 2.06321 -0.44941 1.31392
H -0.43089 1.42540 4.92431
H -0.61164 -0.06569 5.64956
H 1.40776 0.91470 6.37835
H 3.69397 0.78588 5.98624
H 4.26812 0.46153 4.38380
C -3.20098 0.62591 -1.39299
C -2.28573 1.22333 -2.45120
As -1.04370 -0.06458 -3.31187
C 0.63568 0.87815 -2.93961
C 0.78800 2.25792 -3.06630
C 2.00787 2.86297 -2.81027
C 3.10044 2.09692 -2.41851
C 2.97015 0.72202 -2.30727
C 1.74540 0.11927 -2.57840
C -1.29751 0.42608 -5.17676
C -1.09670 -0.58006 -6.11503
C -1.23283 -0.31616 -7.47235
C -1.57607 0.95477 -7.90061
C -1.78021 1.96543 -6.97055
C -1.63918 1.70352 -5.61692
As -2.48462 0.18909 0.37395
C -1.54637 -1.54088 0.06642
C -2.53132 -2.53535 0.14704
C -2.27324 -3.82118 -0.30668
C -1.01888 -4.14622 -0.79861
C -0.01843 -3.18868 -0.82410
C -0.28281 -1.88675 -0.41139
C -1.17140 1.68943 0.58165
C 0.11940 1.88810 0.07984
C 0.67486 3.16503 0.04899
C -0.05667 4.25562 0.49221
C -1.33376 4.07404 1.00500
C -1.87914 2.79951 1.06972
H -3.66522 -0.31222 -1.71098
H -4.02107 1.30820 -1.15478
H -1.73304 2.07591 -2.05511
H -2.92885 1.61076 -3.24382
H -0.04470 2.87289 -3.38379
H 2.11234 3.93380 -2.93205
H 4.05586 2.57074 -2.23350
H 3.82479 0.11342 -2.04000
H 1.66405 -0.96295 -2.52812
H -0.83746 -1.58364 -5.79772
H -1.07345 -1.10922 -8.19065
H -1.68955 1.15890 -8.95674
H -2.04963 2.96011 -7.30074
H -1.80274 2.51486 -4.91789
H -3.51625 -2.31072 0.54257
H -3.05444 -4.56937 -0.27292
H -0.82059 -5.14678 -1.15982
H 0.96685 -3.43237 -1.20182
H 0.51416 -1.15603 -0.52451
H 0.69927 1.07954 -0.36020
H 1.66365 3.29499 -0.36955
H 0.36502 5.25033 0.42344
H -1.91441 4.92474 1.33907
H -2.87920 2.67592 1.47221
O 0.48976 2.99883 3.53580
H 1.26591 3.55834 3.40526
H -0.24256 3.55343 3.23046
C -0.60040 -4.62345 2.74954
As 0.21688 -2.94244 3.25640
C 2.10460 -3.43360 3.19138
C -0.03610 -2.98218 5.18899
H -0.35853 -5.37040 3.50407
H -0.20110 -4.92963 1.78543
H -1.67860 -4.51167 2.66695
H 2.23181 -4.43684 3.59664
H 2.68947 -2.73977 3.79611
H 2.46899 -3.41321 2.16525
H 0.24828 -3.95742 5.58259
H -1.07851 -2.79092 5.44090
H 0.59201 -2.22358 5.65586
*
```

---

Entry 2:
The following is a DFT calculation (wB97M-V/def2-TZVPD) of C11H6Cl3INO6SSeV as an isolated structure in a non-equilibrium geometry.

Summary:
- Energy above the lowest of the compared OMol25 structures with the same formula, charge and spin: 42.5 kJ/mol
- Kohn-Sham gap: 6.789 eV

ORCA input file:
```
! RIJCOSX wB97M-V def2-TZVPD def2/J DEFGRID3
* xyz 0 1
V 0.35698 0.53692 -0.24704
S 4.33536 -1.07010 0.93848
C 4.40688 0.65127 0.85121
C 3.22566 1.19853 0.47025
C 2.20981 0.20553 0.27590
C 2.69721 -1.05190 0.48598
C 1.83089 -2.14885 0.14674
C 1.99629 -3.50450 0.37120
C 1.02433 -4.35570 -0.13161
C -0.05208 -3.82916 -0.83260
C -0.13937 -2.45531 -0.99283
N 0.78466 -1.64283 -0.50720
H 5.33221 1.15578 1.07797
H 3.06291 2.25729 0.34670
H 2.85312 -3.86975 0.91942
H 1.10744 -5.42401 0.01638
H -0.81891 -4.46645 -1.24654
H -0.96331 -2.00117 -1.52812
O 2.13630 1.19673 -3.42693
Se 0.68633 1.40481 -2.81576
O 0.10766 -0.01136 -2.03323
O 0.79337 2.05693 -1.20480
O -0.42395 2.16344 -3.65659
Cl -4.83611 0.30489 -0.09148
C -3.21173 0.15400 -0.74771
Cl -3.23390 -0.76545 -2.26880
Cl -2.54915 1.76066 -1.02193
C -2.34992 -0.68542 0.23130
O -2.80440 -1.64907 0.77241
O -1.08982 -0.32025 0.36841
I 0.12182 2.20388 1.65912
*
```

---

Entry 3:
The following is a DFT calculation (wB97M-V/def2-TZVPD) of one molecule with the formula C4H4S2 in a non-equilibrium geometry.

Summary:
- SMILES string: S=C/C=C\C=S
- Energy above the lowest of the compared OMol25 structures with the same formula, charge and spin: 234.2 kJ/mol
- Kohn-Sham gap: 7.617 eV

ORCA input file:
```
! RIJCOSX wB97M-V def2-TZVPD def2/J DEFGRID3
* xyz 0 1
S -0.97575 2.52069 -1.60157
C -0.34038 1.43265 -0.55203
C -0.66020 -0.09049 -0.62470
C -0.14548 -1.09230 0.05078
C 0.94365 -0.76433 1.00306
S 2.24867 0.13106 0.58150
H 0.16803 1.75024 0.46420
H -1.47265 -0.34131 -1.15400
H -0.58871 -2.08067 -0.11949
H 0.82283 -1.46555 1.95224
*
```

---

Entry 4:
The following is a DFT calculation (wB97M-V/def2-TZVPD) of a 9-piece molecular cluster, C34H51N8O14 overall in a non-equilibrium geometry.

Summary:
- Energy above the lowest of the compared OMol25 structures with the same formula, charge and spin: 71.8 kJ/mol
- Kohn-Sham gap: 6.456 eV

ORCA input file:
```
! RIJCOSX wB97M-V def2-TZVPD def2/J DEFGRID3
* xyz -1 1
C 41.84830 -47.41240 -0.06573
O 40.97673 -46.48683 -0.24824
O 42.96172 -47.13973 0.60165
O 41.70743 -48.56425 -0.50459
H 42.76405 -46.30021 0.97308
C 38.21908 -51.36348 -2.65445
C 38.98862 -50.10869 -2.10950
C 38.36534 -48.98948 -1.45852
C 36.80141 -48.92220 -1.56588
C 36.06349 -50.21563 -2.02035
C 36.87897 -51.33076 -2.59404
N 35.95122 -47.92974 -0.87495
O 34.83668 -47.66790 -1.36304
O 36.49481 -47.30883 0.07878
H 38.77847 -52.17473 -3.03050
H 40.21014 -50.11611 -2.14548
H 38.99150 -48.20295 -1.06345
H 34.99408 -50.20025 -1.80375
H 36.49569 -52.22163 -3.03263
C 45.58837 -45.42309 -3.14551
C 45.93773 -44.10977 -3.90168
C 45.02162 -42.91443 -3.58343
C 43.63810 -43.22385 -2.78948
C 43.37432 -44.67682 -2.26608
C 44.38784 -45.75606 -2.56362
N 42.76403 -42.08316 -2.45105
O 41.81268 -42.34785 -1.70348
O 42.86560 -41.09622 -3.17973
H 46.07187 -46.27166 -3.49473
H 46.99109 -43.98392 -4.45202
H 45.36719 -42.15227 -3.98728
H 42.21972 -44.70439 -1.88039
H 44.16863 -46.79201 -2.26226
C 44.49753 -49.46234 -2.99512
C 45.97892 -49.24559 -2.78179
C 46.92557 -50.02340 -3.55771
C 46.37287 -51.11696 -4.66078
C 44.87269 -51.21035 -4.88143
C 44.08618 -50.36265 -3.91155
N 47.34359 -51.89996 -5.37996
O 48.42015 -52.33315 -4.68858
O 46.94622 -52.45206 -6.39482
H 43.90151 -48.95471 -2.50624
H 46.33451 -48.56793 -2.07663
H 47.94864 -50.02136 -3.34881
H 44.38418 -51.93611 -5.52947
H 42.89487 -50.56633 -3.89358
C 40.62916 -48.89234 3.55317
O 40.96894 -49.69534 4.48625
N 39.35142 -48.43126 3.55922
C 38.87442 -47.79079 2.33443
C 38.43751 -48.41581 4.68394
H 41.14703 -48.61198 2.72928
H 38.17933 -48.46717 1.85614
H 39.58530 -47.15257 1.79501
H 37.96446 -46.95339 2.45976
H 37.38825 -48.52539 4.41080
H 38.39233 -47.63512 5.43354
H 38.63741 -49.27025 5.36562
C 41.07526 -41.97994 2.55292
O 41.12611 -40.82588 3.17041
N 40.43602 -42.99748 3.17042
C 40.40308 -44.43938 2.67022
C 39.93965 -42.84548 4.57196
H 41.58586 -42.29289 1.63577
H 40.83004 -44.50388 1.68756
H 39.51255 -44.70025 2.26459
H 40.64065 -44.96329 3.47620
H 39.86288 -41.73061 4.90756
H 40.68866 -43.35156 5.13462
H 38.84694 -43.19339 4.60998
C 45.73384 -46.52875 2.68836
O 44.92087 -46.21354 3.52001
N 46.99081 -46.07449 2.53616
C 47.81576 -46.50153 1.39304
C 47.41030 -45.07290 3.39684
H 45.37766 -47.31559 2.10274
H 47.20493 -46.35276 0.47537
H 48.27976 -47.49692 1.49962
H 48.52769 -45.75113 1.33167
H 47.00684 -45.14203 4.50168
H 47.11673 -44.20772 2.81186
H 48.49477 -45.27591 3.63482
C 45.96016 -51.87504 -0.07883
O 46.96731 -52.66298 -0.00326
N 45.18732 -51.32711 0.90900
C 44.20621 -50.38810 0.53128
C 45.63500 -51.40892 2.28284
H 45.63091 -51.31132 -0.92558
H 43.63368 -50.65651 -0.28186
H 44.64308 -49.33775 0.32431
H 43.44014 -50.14915 1.31839
H 44.75560 -51.80398 2.91679
H 45.96560 -50.57569 2.61588
H 46.41619 -52.33316 2.34037
C 38.12920 -42.23798 -1.48951
O 37.37745 -41.32055 -1.87261
N 37.81741 -43.58309 -1.49862
C 38.62625 -44.71959 -1.17087
C 36.47141 -44.11119 -1.80799
H 39.09864 -41.96289 -0.94337
H 39.00389 -44.63618 -0.17991
H 39.53360 -44.52197 -1.75826
H 38.33910 -45.79331 -1.20429
H 36.31614 -44.52886 -2.82714
H 35.68908 -43.37979 -1.55666
H 36.29149 -45.03605 -1.12535
*
```

---

Entry 5:
The following is a DFT calculation (wB97M-V/def2-TZVPD) of C5H3N as an isolated structure in a non-equilibrium geometry.

Summary:
- Energy above the lowest of the compared OMol25 structures with the same formula, charge and spin: 251.4 kJ/mol
- Kohn-Sham gap: 9.351 eV

ORCA input file:
```
! RIJCOSX wB97M-V def2-TZVPD def2/J DEFGRID3
* xyz 0 1
C -0.02617 0.22111 -0.03557
C 1.17160 0.75202 0.32671
C -1.91857 0.38018 1.85409
C -1.01385 0.04312 0.98222
C 1.21563 1.23376 1.65215
N 1.32227 1.92197 2.58001
H -0.31005 -0.15104 -1.00979
H 1.84766 1.04314 -0.36268
H -2.36517 -0.33887 1.04249
*
```